No. 1
A 2-piece molecular cluster, C6H16N2 overall in a non-equilibrium geometry. Source: the Open Molecules 2025 dataset; level of theory: wB97M-V/def2-TZVPD.

XYZ file:
```
24
C6H16N2 (wB97M-V/def2-TZVPD)
C -2.84357 0.17505 3.36629
N -1.85432 -0.47422 2.87181
C -1.48166 -0.07327 1.50443
C -1.53897 -1.30619 0.53220
H -3.60565 0.61317 2.67642
H -2.96461 0.26570 4.43862
H -2.13702 0.73534 1.12637
H -0.42489 0.33703 1.60879
H -1.46099 -0.98632 -0.49800
H -0.68580 -1.98906 0.66287
H -2.50959 -1.84645 0.70362
C 2.21316 -1.30795 -2.05864
C 2.10018 -0.07010 -1.16823
N 1.51448 1.03572 -1.90826
C 0.97680 2.03743 -1.05745
H 2.85596 -2.09900 -1.60022
H 2.63798 -0.98333 -3.07586
H 1.23216 -1.73319 -2.22742
H 3.11873 0.25340 -0.88553
H 1.57747 -0.20256 -0.19216
H 0.68980 0.65881 -2.35379
H 0.42840 2.72855 -1.71243
H 0.33070 1.71484 -0.23837
H 1.83123 2.51661 -0.51504
```

Values from the calculation:
Structure (SMILES): C=NCC.CCNC
HOMO-LUMO gap (hartree): 0.36837
LUMO level (eV): 0.9
Multiplicity: 1

***

No. 2
One molecule with the formula C6H16N2 in a non-equilibrium geometry. Source: the Open Molecules 2025 dataset; level of theory: wB97M-V/def2-TZVPD.

XYZ file:
```
24
C6H16N2 (wB97M-V/def2-TZVPD)
C 1.50832 -1.94678 0.61696
C 1.39400 -0.92567 1.79895
C -0.10145 -0.49615 2.11284
N -0.36978 0.87839 1.74943
C -0.98770 1.12744 0.47599
C -0.23524 0.54387 -0.80607
N -1.13906 0.30773 -2.00770
C -1.16054 1.34442 -3.00291
H 1.09373 -1.44735 -0.19478
H 2.56810 -2.12624 0.28477
H 0.91603 -2.86702 0.99119
H 1.99891 -0.10348 1.60155
H 1.98463 -1.38245 2.66441
H -0.26354 -0.81827 3.01274
H -0.77930 -1.31845 1.61559
H 0.21162 1.56558 2.12466
H -1.15980 2.20469 0.47462
H -1.88636 0.45944 0.44651
H 0.16945 -0.49814 -0.57254
H 0.73170 1.06763 -0.94348
H -0.78967 -0.54104 -2.43684
H -1.36866 0.89869 -3.97727
H -0.26252 1.99732 -3.11424
H -2.07289 2.07583 -2.91440
```

Values from the calculation:
Structure (SMILES): CCCNCCNC
HOMO-LUMO gap (hartree): 0.33953
LUMO level (eV): 1.1
Multiplicity: 1

***

No. 3
One molecule with the formula C6H16N2 in a non-equilibrium geometry. Source: the Open Molecules 2025 dataset; level of theory: wB97M-V/def2-TZVPD.

XYZ file:
```
24
C6H16N2 (wB97M-V/def2-TZVPD)
C -2.75466 -0.57098 -0.13910
C -1.56250 0.29469 -0.49274
N -0.21535 -0.31972 0.29496
C -0.37940 -0.08658 1.72353
C 0.96940 0.21324 -0.26979
C 2.15954 -0.93797 0.41468
C 1.07635 0.07365 -1.78179
N 1.34392 1.53192 0.11148
H -3.03240 -0.47105 0.90856
H -3.62186 -0.29497 -0.74320
H -2.52463 -1.61703 -0.33540
H -1.71426 1.34158 -0.19101
H -1.38137 0.26196 -1.56353
H -0.89464 0.86265 1.92847
H -0.97760 -0.89586 2.14012
H 0.57121 -0.04571 2.25432
H 2.94499 -0.32244 0.84290
H 1.73539 -1.60499 1.15593
H 2.53497 -1.52994 -0.41239
H 0.67949 -0.88649 -2.09802
H 0.55444 0.87644 -2.29975
H 2.12732 0.14078 -2.05639
H 1.32768 1.71063 1.10534
H 1.03398 2.27618 -0.49715
```

Values from the calculation:
Structure (SMILES): CCN(C)C(C)(C)N
HOMO-LUMO gap (hartree): 0.34402
LUMO level (eV): 1.0
Multiplicity: 1

***

No. 4
A 2-piece molecular cluster, C6H16N2 overall in a non-equilibrium geometry. Source: the Open Molecules 2025 dataset; level of theory: wB97M-V/def2-TZVPD.

XYZ file:
```
24
C6H16N2 (wB97M-V/def2-TZVPD)
C -3.11041 0.56386 0.85740
C -1.69812 0.69526 0.28356
N -1.13431 -0.57600 0.02452
C 0.64306 -1.92208 -0.89722
C 0.23370 -0.59250 -0.25357
C 1.14410 -0.35818 1.05899
N 2.48435 -0.23800 0.70492
C 2.87918 1.12099 0.54691
H -3.69895 -0.06463 0.19349
H -3.59696 1.52028 1.01002
H -3.06506 0.04413 1.81037
H -1.07878 1.32790 0.94449
H -1.71942 1.29452 -0.64369
H -0.76235 -0.18584 -2.90178
H 0.04032 -2.12110 -1.77930
H 1.71359 -1.90224 -1.08466
H 0.40960 -2.73505 -0.20546
H 0.53678 0.23868 -0.90934
H -0.87932 0.10608 -3.56430
H 0.99418 -1.24217 1.68202
H 0.71837 0.51546 1.56784
H 2.82846 1.65053 1.50851
H 3.90003 1.18775 0.18420
H 2.21796 1.67231 -0.13790
```

Values from the calculation:
HOMO-LUMO gap (alpha / beta) (hartree): 0.23256 / 0.30622
LUMO level (alpha / beta) (eV): -8.0 / -7.0
Multiplicity: 2
Charge: +1

***

No. 5
C6H16N2 as an isolated structure in a non-equilibrium geometry. Source: the Open Molecules 2025 dataset; level of theory: wB97M-V/def2-TZVPD.

XYZ file:
```
24
C6H16N2 (wB97M-V/def2-TZVPD)
C 1.27519 -1.34064 -0.05038
C 0.57058 -1.32796 -1.38230
C 0.35875 0.08047 -2.06105
N 1.68925 0.73682 -2.16333
C 0.69285 -0.17803 0.73268
N -0.75631 -0.19764 0.70539
C -1.18892 0.78253 2.20425
C -2.57239 1.23605 1.88716
H 1.02369 -2.42157 0.34854
H 2.35595 -1.34127 -0.09591
H -0.44050 -1.71025 -1.12889
H 0.86095 -2.05564 -2.17330
H 0.17419 -0.21107 -3.11013
H -0.34298 0.58146 -1.45257
H 1.77943 1.71295 -2.33595
H 2.44512 0.13971 -2.55378
H 1.25793 0.76479 0.54141
H 1.07431 -0.23545 1.78106
H -1.21355 -0.36796 1.80311
H -0.35316 1.44727 2.01039
H -1.20495 0.43410 3.23675
H -2.58143 1.74326 0.92701
H -2.94281 1.89807 2.62191
H -3.23909 0.33282 1.80372
```

Values from the calculation:
HOMO-LUMO gap (alpha / beta) (hartree): 0.36604 / 0.16532
LUMO level (alpha / beta) (eV): -3.8 / -7.7
Multiplicity: 2
Charge: +1

***

No. 6
One molecule with the formula C6H16N2O in a non-equilibrium geometry. Source: the Open Molecules 2025 dataset; level of theory: wB97M-V/def2-TZVPD.

XYZ file:
```
25
C6H16N2O (wB97M-V/def2-TZVPD)
C 0.45817 -1.43043 2.37148
C 0.93368 -0.39376 1.37258
C 1.41900 0.87209 2.05713
C -0.50683 0.05569 0.31238
N -1.43648 -0.99580 0.22559
C 0.27955 0.33684 -0.89014
O 0.77261 -0.77970 -1.52507
C -0.99107 1.07277 -2.02066
N -0.69286 0.46568 -3.31824
H 0.10110 -2.31131 1.83956
H 1.26396 -1.74917 3.03847
H -0.34909 -1.02192 2.98281
H 1.76363 -0.82885 0.81137
H 2.15819 0.64001 2.82942
H 0.58372 1.39950 2.52296
H 1.90463 1.54834 1.35361
H -0.94765 0.94211 0.76598
H -2.40412 -0.71313 0.27033
H -1.05707 -1.81828 -0.22495
H 0.99660 1.15512 -0.79462
H 0.41114 -0.74280 -2.45706
H -0.81664 2.15377 -1.98577
H -2.05052 0.87486 -1.83399
H -1.57057 0.17439 -3.73694
H -0.22308 1.09398 -3.96623
```

Values from the calculation:
Structure (SMILES): CC(C)[C@H](N)[C@@H](O)CN
HOMO-LUMO gap (hartree): 0.31915
LUMO level (eV): 0.9
Multiplicity: 1

***

No. 7
A 2-piece molecular cluster, C6H16N3O overall in a non-equilibrium geometry. Source: the Open Molecules 2025 dataset; level of theory: wB97M-V/def2-TZVPD.

XYZ file:
```
26
C6H16N3O (wB97M-V/def2-TZVPD)
C 0.35242 -1.94741 -0.88265
C -2.04232 -0.29174 -0.98092
C 0.60605 -0.59741 1.92747
C -0.61309 2.02690 0.85806
C -1.37424 -0.53621 0.41832
C 0.08466 -0.14381 0.44419
N 0.85547 -0.92185 -0.49643
N 0.25260 -3.10421 -1.23627
N 2.46385 1.24288 -1.20582
O 0.37201 1.19415 0.21883
H -2.86802 -0.94951 -0.96118
H -1.40997 -0.75672 -1.77063
H -2.35532 0.73462 -1.23083
H -0.01691 0.05414 2.57065
H 0.20948 -1.59748 1.99825
H 1.64509 -0.45453 2.09725
H -1.52803 2.43410 0.40723
H -0.02328 2.83493 1.32103
H -0.89653 1.44716 1.75870
H -2.01246 -0.11941 1.19328
H -1.37519 -1.64826 0.53194
H 2.30542 1.21420 -2.22306
H -0.01923 -3.73528 -1.97148
H 2.78070 0.30592 -0.85265
H 3.09979 2.08917 -1.19199
H 1.50705 1.22566 -0.74128
```

Values from the calculation:
HOMO-LUMO gap (hartree): 0.36284
LUMO level (eV): -3.2
Multiplicity: 1
Charge: +1

***

No. 8
A 2-piece molecular cluster, C6H16N4O2 overall in a non-equilibrium geometry. Source: the Open Molecules 2025 dataset; level of theory: wB97M-V/def2-TZVPD.

XYZ file:
```
28
C6H16N4O2 (wB97M-V/def2-TZVPD)
C -2.11046 -1.73704 0.04064
C -0.80532 -2.12034 0.63965
C 0.36761 -1.65100 -0.07917
C -0.10965 0.40307 -1.21728
C -0.96828 1.52863 -0.73066
C -0.37844 2.82966 -0.26141
H -1.73138 -1.87346 -1.06675
H -2.99994 -2.16634 0.58677
H -2.32730 -0.62236 0.29959
H -0.50753 -3.18446 0.65315
H -0.71288 -1.75765 1.75987
H 0.74806 -1.93671 -1.18010
H 1.15639 -2.28460 0.52639
H -0.96725 -0.45103 -1.47667
H 0.66737 0.57961 -1.98045
H -1.40029 1.97729 -1.70604
H -1.72489 1.19075 0.17403
H -1.21791 3.72095 -0.24953
H 0.42716 3.22083 -1.07463
H -0.56910 1.80868 1.89039
H 0.92711 1.55864 1.05132
H 3.62087 -0.64479 2.04572
N 0.59121 -0.34027 -0.04433
N 0.13897 2.38105 1.14896
N 1.76514 -0.03621 0.27065
N 3.03305 -0.22858 -0.23728
O 2.05214 0.33177 1.66434
O 3.03553 -0.49606 -1.44717
```

Values from the calculation:
HOMO-LUMO gap (hartree): 0.21685
LUMO level (eV): -2.5
Multiplicity: 1

***

No. 9
A 3-piece molecular cluster, C6H16N4O2 overall in a non-equilibrium geometry. Source: the Open Molecules 2025 dataset; level of theory: wB97M-V/def2-TZVPD.

XYZ file:
```
28
C6H16N4O2 (wB97M-V/def2-TZVPD)
N -1.83370 -0.37151 1.34128
N -1.80569 -1.41334 0.97622
O -1.69503 -2.52733 0.75471
C -1.41769 -1.75172 -2.58469
C -0.55183 -0.80204 -2.23315
N 0.35888 -0.80374 -1.15198
C 1.51259 0.08224 -1.14930
C 1.35139 0.72421 0.23896
N 0.27486 1.65543 0.39831
C 0.21008 2.10512 1.74240
C -0.83889 3.22541 1.81923
H -1.65054 -2.72187 -1.99594
H -2.05815 -1.67882 -3.50088
H -0.58393 0.21361 -2.74160
H 0.47483 -1.68111 -0.67845
H 2.61635 -0.33048 -1.09536
H 1.43369 0.94494 -1.89070
H 1.38341 -0.10790 0.94409
H 2.41674 1.26374 0.58502
H -0.52751 1.13004 0.11297
H 1.27578 2.30003 1.89239
H -0.02728 1.37890 2.61474
H -1.83399 2.75216 1.74710
H -0.88857 3.90025 2.74402
H -0.58769 3.94481 1.11107
O 0.73567 -3.51848 -0.05547
H 1.66821 -3.55189 -0.36933
H 0.58803 -4.36066 0.42435
```

Values from the calculation:
Structure (SMILES): N#[N+][O-].C=CNCCNCC.O
HOMO-LUMO gap (hartree): 0.30478
LUMO level (eV): 0.4
Multiplicity: 1

***

No. 10
C6H16N5 as an isolated structure in a non-equilibrium geometry. Source: the Open Molecules 2025 dataset; level of theory: wB97M-V/def2-TZVPD.

XYZ file:
```
27
C6H16N5 (wB97M-V/def2-TZVPD)
C 1.50647 1.54757 -1.16951
C 1.35046 2.00535 0.27474
C -0.07635 0.25853 -0.17806
C -1.04797 -1.32732 0.30264
C 0.28301 -0.02308 -2.69874
C 0.09279 1.08378 2.22825
N 0.42385 0.57159 -1.38225
N 0.32669 1.08487 0.80509
N -1.32306 -2.06196 -0.82329
N 0.04813 -1.84911 1.13941
N -2.06769 -0.79104 1.17378
H 1.43188 2.36608 -1.90835
H 2.51553 1.13213 -1.20234
H 2.19656 1.87167 0.95599
H 0.82705 2.82599 0.52424
H -0.33284 -0.91916 -2.54623
H -0.20267 0.77219 -3.31024
H 1.18466 -0.31000 -3.17393
H -0.74029 1.65190 2.51718
H -0.09939 0.00559 2.45486
H 0.98834 1.28787 2.93675
H -2.12549 -1.84161 -1.32451
H -0.83958 -2.88292 -1.00593
H -0.38579 -2.42157 1.83561
H 0.85063 -2.15115 0.59542
H -1.83720 -0.99912 2.13630
H -2.94772 -0.88708 0.84313
```

Values from the calculation:
HOMO-LUMO gap (hartree): 0.37255
LUMO level (eV): -2.5
Multiplicity: 1
Charge: +1

***

Sequential energy relative to the best compared isomer or geometry (same formula, charge and spin) output: 214.3 312.6 167.9 464.3 500.7 263.4 260.9 1263.8 175.0 233.7 kJ/mol